[1]
{"formula": "C2H12N2O4", "method": "the ωB97M-V functional and the def2-TZVPD basis", "species": ["C", "N", "C", "N", "O", "H", "H", "H", "H", "H", "H", "O", "H", "H", "O", "H", "H", "O", "H", "H"], "xyz": [[0.734864, 1.613642, -1.620165], [-0.285039, 1.303866, -0.569460], [0.188162, 0.917967, 0.653456], [-0.627173, 1.333010, 1.782688], [1.328852, 0.423138, 0.606995], [1.177018, 0.679247, -2.058865], [1.713976, 2.056754, -1.237702], [0.441147, 2.165474, -2.470845], [-1.125201, 1.868206, -0.558896], [-1.548757, 1.070560, 1.621172], [-0.346126, 1.409761, 2.780400], [0.346904, -1.679994, 1.901375], [0.391768, -2.498384, 2.329944], [0.885240, -0.993549, 2.298010], [-1.623172, -0.939243, -0.044999], [-0.828986, -1.094382, 0.490282], [-1.499477, -0.534112, -0.864798], [0.569919, -2.362604, -1.977404], [0.236117, -1.732040, -1.392052], [-0.130042, -3.007313, -1.669137]], "atomic_forces_ev_per_a": [[2.5, -2.0, 1.0], [-0.2, 1.5, -1.2], [2.5, 1.0, 0.2], [2.6, -0.1, -0.7], [-1.8, 0.6, 2.0], [-0.8, 0.4, 0.5], [-1.6, -0.1, 0.1], [-1.2, 0.8, -0.4], [0.3, 0.1, -0.1], [-1.9, -0.4, 0.0], [0.2, -0.7, -1.6], [-0.8, 1.5, -1.4], [0.4, -1.5, 1.3], [0.4, -0.2, 0.0], [-1.5, -1.8, 2.3], [0.1, -0.1, -0.4], [1.0, 1.0, -1.6], [-1.2, -2.8, -0.3], [0.0, 2.7, 1.5], [1.3, 0.0, -1.1]], "e_above_lowest_kcal_mol": 50.09, "smiles": "CNC(N)=O.O.O.O"}



[2]
{"formula": "C4H8O4Rb", "method": "the ωB97M-V functional and the def2-TZVPD basis", "species": ["Rb", "C", "C", "C", "O", "H", "H", "H", "H", "H", "H", "H", "O", "C", "O", "O", "H"], "xyz": [[-0.243078, 2.122230, 0.776205], [0.399736, -1.466791, 0.087641], [0.616722, -1.427482, 1.688020], [2.112052, -1.762595, 2.071708], [0.072045, -0.315297, 2.402498], [0.358040, -0.499467, -0.413010], [-0.622941, -1.749273, -0.162205], [1.075985, -2.115668, -0.468905], [-0.054826, -2.251176, 1.930196], [2.449944, -1.743967, 3.107844], [2.767172, -1.039429, 1.585972], [2.441938, -2.750385, 1.749922], [-2.058048, 3.161025, -3.941930], [-2.075889, 3.054430, -2.603154], [-3.166393, 3.063066, -2.100103], [-1.090351, 2.666613, -2.006035], [-2.982107, 3.054167, -3.704664]], "atomic_forces_ev_per_a": [[-0.5, 0.3, -0.8], [-0.8, 1.0, 0.7], [0.6, 0.4, -0.6], [-0.1, 0.4, -0.2], [1.0, -1.7, -1.5], [0.9, 0.4, 0.2], [-0.1, -0.7, 0.4], [0.1, 0.0, 0.4], [-0.1, -0.2, 0.9], [-0.9, 0.3, 0.3], [-0.1, 0.0, -0.3], [-0.5, 0.0, -0.5], [0.5, 0.6, -0.7], [3.1, -2.0, 1.2], [-4.8, 1.1, 1.7], [4.4, -0.2, 1.9], [-2.8, 0.3, -3.2]], "spin_multiplicity": 2, "s2": 0.754, "e_tot_ha": -482.14946}



[3]
{"formula": "C27H22AsF6N4PdS", "method": "the ωB97M-V functional and the def2-TZVPD basis", "species": ["Pd", "S", "C", "N", "N", "C", "C", "C", "C", "C", "C", "N", "N", "C", "C", "C", "C", "C", "C", "H", "H", "H", "H", "H", "H", "H", "H", "H", "H", "H", "F", "As", "F", "F", "F", "F", "F", "C", "C", "C", "C", "C", "C", "C", "C", "C", "C", "C", "C", "C", "C", "H", "H", "H", "H", "H", "H", "H", "H", "H", "H", "H"], "xyz": [[0.628470, 0.566671, 0.231423], [2.276660, -0.862449, -0.535133], [2.255109, 0.326021, -1.863305], [3.220809, 0.447661, -2.700671], [3.090226, 1.445982, -3.656889], [4.238189, 2.051241, -4.101725], [4.134461, 3.182866, -4.928700], [5.265492, 3.800449, -5.425082], [6.535025, 3.314053, -5.126914], [6.639195, 2.196002, -4.308464], [5.518089, 1.567382, -3.794203], [1.083280, 1.035189, -1.686361], [0.848320, 2.181701, -2.309043], [-0.122436, 2.953181, -1.722550], [-0.875547, 2.641787, -0.563533], [-1.814245, 3.522858, -0.055829], [-2.029563, 4.754692, -0.658031], [-1.299171, 5.082638, -1.798679], [-0.374216, 4.205101, -2.321999], [2.260767, 2.034064, -3.550330], [3.149437, 3.568183, -5.166787], [5.155218, 4.675957, -6.055444], [7.420252, 3.803856, -5.512918], [7.619123, 1.807484, -4.052955], [5.599951, 0.710823, -3.141922], [-0.897018, 1.640257, -0.100088], [-2.395049, 3.215213, 0.803987], [-2.766796, 5.439198, -0.258279], [-1.461385, 6.036728, -2.288216], [0.192274, 4.458630, -3.209414], [-2.110454, -0.831840, 0.107285], [-3.838323, -0.812427, 0.346048], [-4.079540, -0.363199, -1.315764], [-3.737307, 0.871800, 0.798685], [-5.565647, -0.773309, 0.605628], [-3.613722, -1.263926, 2.020680], [-3.937381, -2.495907, -0.085818], [-1.358003, -0.468990, 7.069419], [-2.035605, -1.233078, 6.128441], [-1.749525, -1.096772, 4.779687], [-0.768396, -0.205120, 4.331395], [-0.112775, 0.575822, 5.289429], [-0.400947, 0.440531, 6.638713], [-0.531221, -0.116174, 2.876182], [0.580503, 0.250269, 2.223738], [1.862962, 0.542587, 2.890520], [2.539897, -0.446163, 3.611646], [3.765317, -0.187438, 4.202390], [4.349210, 1.067902, 4.090117], [3.693959, 2.057341, 3.368649], [2.471379, 1.795911, 2.770794], [-1.583908, -0.569139, 8.124824], [-2.798426, -1.935022, 6.445497], [-2.293419, -1.675840, 4.042636], [0.624115, 1.300264, 4.971845], [0.122958, 1.058040, 7.359862], [-1.390879, -0.411552, 2.283662], [2.086610, -1.426163, 3.697641], [4.270306, -0.972237, 4.754208], [5.310901, 1.268971, 4.547387], [4.146257, 3.035824, 3.255457], [1.969861, 2.568510, 2.197959]], "atomic_forces_ev_per_a": [[0.5, -0.1, 0.2], [0.0, 0.3, 0.1], [-0.1, -0.3, -0.2], [0.1, 0.1, 0.1], [-0.1, 0.1, 0.0], [-0.1, -0.1, -0.1], [0.0, 0.0, 0.0], [0.0, 0.0, 0.0], [0.0, 0.0, 0.0], [0.0, 0.0, 0.0], [0.0, 0.0, 0.0], [-0.1, 0.2, 0.0], [0.1, 0.0, -0.1], [-0.1, 0.0, 0.0], [0.0, -0.2, 0.0], [0.0, 0.1, 0.0], [0.0, 0.0, 0.0], [0.0, 0.0, 0.0], [0.0, 0.0, 0.0], [0.1, 0.0, 0.0], [0.0, 0.0, 0.0], [0.0, 0.0, 0.0], [0.0, 0.0, 0.0], [0.0, 0.0, 0.0], [0.0, 0.0, 0.0], [-0.3, 0.1, -0.2], [0.0, 0.0, 0.0], [0.0, 0.0, 0.0], [0.0, 0.0, 0.0], [0.0, 0.0, 0.0], [-0.2, 0.0, 0.0], [-0.1, 0.1, 0.0], [0.0, 0.0, 0.1], [0.0, -0.1, 0.0], [0.1, 0.0, 0.0], [0.0, 0.0, -0.1], [0.0, 0.1, 0.0], [0.0, 0.0, 0.0], [0.0, 0.0, 0.0], [0.0, 0.0, 0.0], [0.0, 0.0, 0.1], [0.0, 0.0, 0.0], [0.0, 0.0, 0.0], [0.0, 0.0, -0.1], [-0.1, -0.2, -0.1], [0.1, 0.0, 0.1], [0.0, 0.0, -0.1], [0.0, 0.0, 0.0], [0.0, 0.0, 0.0], [0.0, 0.0, 0.0], [0.0, 0.0, 0.0], [0.0, 0.0, 0.0], [0.0, 0.0, 0.0], [0.0, 0.0, 0.0], [0.0, 0.0, 0.0], [0.0, 0.0, 0.0], [0.0, 0.0, 0.0], [0.0, 0.0, 0.0], [0.0, 0.0, 0.0], [0.0, 0.0, 0.0], [0.0, 0.0, 0.0], [0.0, 0.0, 0.0]], "spin_multiplicity": 2, "s2": 0.774, "charge": -2, "e_tot_ha": -4622.29300}



[4]
{"formula": "C4H9NS", "method": "the ωB97M-V functional and the def2-TZVPD basis", "species": ["C", "C", "C", "C", "H", "H", "H", "H", "H", "H", "H", "H", "H", "N", "S"], "xyz": [[0.186114, 0.645864, -1.912272], [-1.166448, 0.027461, 0.112053], [-0.270621, -0.773763, 1.205235], [0.974153, -0.589698, 0.354966], [-0.612562, 0.549755, -2.686321], [1.128575, 0.355969, -2.501090], [0.136497, 1.988090, -1.832510], [-1.977258, -0.825826, -0.133683], [-1.329439, 1.120644, 0.417163], [-0.748642, -1.845918, 1.114254], [0.837859, 0.868477, 2.752180], [1.470257, 0.382417, 0.607318], [1.598114, -1.372487, 0.323192], [0.005919, -0.232207, -0.716172], [-0.232517, -0.298777, 2.895687]], "atomic_forces_ev_per_a": [[1.0, 1.8, -0.7], [1.1, -2.9, 1.5], [-2.2, -1.2, -0.3], [-3.5, 5.2, -0.1], [0.2, -0.5, 1.0], [-1.1, 0.6, 1.2], [0.6, -3.8, 0.6], [0.7, 3.2, 0.2], [-0.5, -1.6, -0.7], [1.5, 1.8, 0.6], [-2.5, -2.6, 0.3], [0.2, -0.9, 0.4], [2.3, -2.8, -0.9], [-0.2, 1.2, -3.5], [2.4, 2.5, 0.6]], "e_above_lowest_kcal_mol": 97.82}



[5]
{"formula": "C3H3HgO2", "method": "the ωB97M-V functional and the def2-TZVPD basis", "species": ["O", "Hg", "O", "C", "C", "C", "H", "H", "H"], "xyz": [[1.283927, -1.109431, -0.000083], [3.051711, -1.349264, -1.483016], [-1.374505, 0.120260, -1.786412], [-0.717273, -0.192191, -0.825477], [0.637886, -0.087207, -0.448076], [-0.630292, 0.529108, 0.853962], [-1.526356, 1.161221, 0.795047], [0.076306, 1.225747, 1.331804], [-0.801404, -0.298241, 1.562251]], "atomic_forces_ev_per_a": [[-2.6, 4.1, 0.1], [1.9, -0.4, -1.4], [-0.3, -1.4, 2.6], [1.8, 4.1, -2.6], [0.7, -6.1, 1.3], [-1.8, 0.1, 1.4], [0.0, -0.3, -0.3], [0.4, -0.4, -0.7], [0.0, 0.3, -0.4]], "spin_multiplicity": 2, "e_above_lowest_kcal_mol": 67.37, "s2": 0.759}